This record from OMol25 describes one molecule with the formula C4H4N2S2. The level of theory is ωB97M-V/def2-TZVPD.

Geometry as ORCA input:
```
! RIJCOSX wB97M-V def2-TZVPD def2/J DEFGRID3
* xyz 0 1
C 1.52 0.35 -0.41
C -1.23 1.14 0.30
C -1.41 0.24 1.32
C -0.42 -0.55 1.71
H 0.13 -2.42 -2.04
H 2.51 0.60 0.04
H -2.00 1.66 -0.28
H -2.35 -0.15 1.50
N 1.00 -0.87 -0.59
N 0.54 -1.27 1.93
S -0.38 -1.26 -1.64
S 0.39 1.78 0.01
*
```

## Properties
**SMILES string**: N#C/C=C\S/C=N\S
**Energy above the lowest of the compared OMol25 structures with the same formula, charge and spin**: 400.0 kJ/mol
**Gap between HOMO and LUMO**: 8.2 eV
**E_tot**: -1060.56317 hartree
**F_max**: 10.9 eV/A
**HOMO level**: -8.922 eV

These are the natural (NBO) partial charges, in e, on atoms 1 to 8: -0.012, -0.271, -0.339, 0.246, 0.129, 0.224, 0.242, 0.245